DFT (ωB97M-V with the def2-TZVPD basis set) results for a structure of composition C34H32N4O4RuS4 at a distorted geometry.

```
79
Properties=species:S:1:pos:R:3:forces:R:3:mulliken_spin:R:1
Ru -1.8765 -0.5418 -0.1798 0.681 -0.370 -0.832 2.589
C -4.8281 4.8895 -3.5314 -0.059 0.057 -0.248 0.001
C -4.5386 4.0389 -2.3437 0.142 -0.272 0.315 0.003
C -4.8523 4.4607 -1.0515 0.088 -0.116 -0.117 0.001
C -4.6261 3.6419 0.0408 0.009 -0.026 0.076 -0.003
C -4.0397 2.4031 -0.1539 -0.016 -0.579 0.631 -0.015
C -3.6816 1.9738 -1.4201 0.189 -0.383 -0.235 0.029
C -3.9465 2.7821 -2.5106 -0.076 0.204 0.130 0.028
S -3.7960 1.4016 1.3199 0.254 1.144 -0.131 -0.001
O -2.5119 1.7096 1.9005 -0.719 -0.013 0.265 0.015
O -4.9470 1.4906 2.1451 -0.503 -0.128 0.032 0.009
N -3.6259 -0.1736 0.7705 0.367 0.553 -0.209 0.327
C -4.7956 -0.7579 0.2865 -0.943 0.305 0.347 0.126
C -4.4834 -1.4397 -1.1773 -0.401 0.091 0.007 -0.026
O -5.4264 -1.7824 -1.8200 -0.418 0.122 0.255 0.395
O -3.2509 -1.5163 -1.4008 1.441 -0.124 -0.144 0.154
H -5.2020 5.8676 -3.2419 -0.004 0.041 -0.032 0.000
H -5.5755 4.4061 -4.1629 -0.041 0.050 -0.003 0.000
H -3.9342 5.0166 -4.1421 0.010 0.065 -0.001 0.000
H -5.2872 5.4367 -0.9016 -0.089 0.087 0.017 0.000
H -4.8938 3.9446 1.0407 -0.120 0.134 0.081 0.000
H -3.1987 1.0009 -1.5818 -0.320 0.432 -0.065 -0.011
H -3.7104 2.4412 -3.5074 0.080 -0.062 -0.092 0.001
H -5.6115 -0.0360 0.1730 -0.053 -0.218 0.045 0.002
H -5.1488 -1.5923 0.9024 0.077 -0.291 -0.337 0.049
S -0.1978 -0.7627 -1.8236 0.090 0.133 0.258 -0.045
C 1.0888 0.2908 -1.3735 0.929 -1.284 -2.440 0.001
N 2.1835 0.4098 -2.1261 -1.681 0.185 1.516 0.082
C 3.1697 1.4063 -1.7542 0.545 0.632 0.564 -0.005
C 3.3211 1.4345 -0.2380 0.713 -0.274 -0.688 -0.003
N 2.0240 1.6545 0.3710 -1.525 -1.114 -1.112 0.075
C 1.9615 2.4207 1.5999 -0.141 0.436 1.033 0.014
C 2.8558 1.8636 2.6842 0.145 -0.106 -0.017 -0.010
C 2.5281 0.6610 3.3099 0.060 0.174 -0.130 0.006
C 3.3094 0.1740 4.3425 0.032 0.011 -0.004 0.001
C 4.4247 0.8859 4.7635 -0.011 0.140 -0.098 0.000
C 4.7607 2.0804 4.1408 0.003 -0.165 0.110 0.000
C 3.9812 2.5654 3.1036 -0.175 -0.082 -0.109 0.000
C 0.9566 1.0646 -0.1740 0.102 1.729 1.999 0.012
S -0.6159 1.2625 0.5416 0.975 -0.095 -0.154 0.003
C 2.4981 -0.4557 -3.2391 0.223 -0.662 -0.680 0.000
C 3.6882 -1.3095 -2.8602 0.031 -0.014 0.078 0.002
C 4.9200 -1.1342 -3.4758 -0.181 -0.105 -0.033 0.000
C 5.9895 -1.9405 -3.1219 0.053 -0.097 0.124 0.000
C 5.8390 -2.9058 -2.1366 0.030 0.110 -0.130 0.001
C 4.6158 -3.0658 -1.5019 -0.005 0.052 0.077 0.002
C 3.5453 -2.2640 -1.8544 0.036 0.102 -0.190 -0.001
H 2.8515 2.3881 -2.1244 0.011 -0.121 -0.071 0.004
H 4.1221 1.1440 -2.2185 -0.135 0.017 0.089 0.000
H 3.9995 2.2317 0.0686 -0.089 -0.067 -0.029 0.001
H 3.7330 0.4768 0.1059 -0.013 0.176 0.096 0.003
H 0.9253 2.4220 1.9500 0.236 0.127 -0.130 0.009
H 2.2551 3.4520 1.3802 -0.084 -0.092 -0.120 0.000
H 1.6368 0.1275 3.0087 -0.157 -0.070 -0.011 0.001
H 3.0401 -0.7474 4.8362 -0.026 -0.072 0.045 0.000
H 5.0191 0.5211 5.5867 0.069 -0.049 0.049 0.000
H 5.6226 2.6401 4.4703 0.064 0.036 0.032 0.000
H 4.2374 3.5057 2.6373 0.018 0.126 -0.057 0.000
H 2.7238 0.1543 -4.1180 -0.076 0.026 0.096 0.003
H 1.6320 -1.0823 -3.4523 0.087 0.156 -0.087 0.005
H 5.0393 -0.3931 -4.2525 0.004 0.086 -0.120 0.000
H 6.9371 -1.8179 -3.6209 0.123 0.009 -0.037 0.000
H 6.6739 -3.5335 -1.8680 0.073 -0.070 0.025 0.000
H 4.4995 -3.8172 -0.7368 -0.015 -0.088 0.074 0.000
H 2.5864 -2.3884 -1.3688 -0.126 -0.096 0.050 0.001
S 0.4821 -3.5079 2.4816 -0.421 0.144 -0.287 0.023
C -0.0141 -2.1912 1.5144 0.159 -0.451 0.312 -0.007
N -1.2205 -2.2572 1.0189 0.567 0.458 -0.094 0.108
C -1.8566 -3.4216 1.3793 -0.059 -1.049 0.553 0.020
C -3.1331 -3.8489 1.0117 0.055 0.111 0.020 -0.011
C -3.6083 -5.0437 1.5107 -0.003 0.202 -0.100 0.002
C -2.8265 -5.8431 2.3446 0.294 0.066 0.077 0.000
C -1.5419 -5.4641 2.6825 -0.118 -0.131 0.053 0.001
C -1.0686 -4.2511 2.2056 -0.068 0.425 -0.252 0.000
H 0.6605 -1.3696 1.3336 -0.046 0.112 -0.007 0.009
H -3.7193 -3.2554 0.3290 -0.062 -0.083 0.036 0.019
H -4.6022 -5.3713 1.2524 -0.107 -0.030 -0.085 0.000
H -3.2259 -6.7705 2.7222 -0.016 -0.103 0.020 0.000
H -0.9187 -6.0891 3.2996 0.039 -0.116 0.131 0.000
```
Forces are in eV/Å.

## Properties
ΔE to the lowest compared entry with this formula, charge and spin = 152.4 kJ/mol
net charge = +2
<S²> = 6.045
2S+1 = 5
DFT total energy = -3521.8631 Eh
largest force on an atom = 0.057 hartree/bohr
LUMO energy (spin up / spin down) = -7.7254 / -9.3047 eV